{"formula": "C6H6N", "method": "ωB97M-V with the def2-TZVPD basis set", "e_above_lowest_kcal_mol": 152.8, "orbital_gap_ev": [7.356, 7.357], "total_charge": 1, "smiles": "C1=C([N+]2=C3C[C@H]32)C1", "symbols": ["C", "C", "C", "C", "C", "C", "N", "H", "H", "H", "H", "H", "H"], "coordinates": [[-1.036, -0.157, -0.610], [-1.994, -0.551, 0.493], [2.360, 0.743, 0.098], [-2.379, -0.238, -0.921], [1.212, -0.102, 0.586], [1.616, 0.362, -1.187], [0.318, 0.044, -0.505], [-2.208, 0.241, 1.270], [-1.996, -1.585, 0.997], [2.425, 1.794, 0.157], [3.338, 0.537, 0.213], [-3.098, -0.069, -1.765], [1.442, -1.019, 1.173]], "forces_ev_per_angstrom": [[-3.3217, -1.1742, 0.6402], [-0.1327, -0.1069, 1.6416], [-4.6627, -0.4491, -0.4131], [3.7296, 0.5807, -0.7800], [0.8733, 0.3690, -1.1569], [-3.0264, -1.2538, 0.1156], [4.8235, 1.8862, 0.7639], [0.1493, -0.7404, -0.8085], [-0.1976, 1.2970, -1.3330], [-1.2672, 1.6345, 0.2574], [3.2805, -2.0018, 0.3902], [0.6899, -0.3832, 1.1936], [-0.9376, 0.3419, -0.5110]]}

=====

{"formula": "C18H23Br3CrN3S", "method": "ωB97M-V with the def2-TZVPD basis set", "s_squared": 6.03, "orbital_gap_ev": [7.761, 8.081], "total_charge": 1, "spin_multiplicity": 5, "symbols": ["Cr", "Br", "C", "Br", "H", "H", "C", "C", "C", "C", "N", "C", "S", "N", "C", "H", "H", "H", "H", "H", "H", "H", "H", "C", "C", "C", "C", "C", "C", "H", "H", "H", "H", "H", "H", "H", "H", "H", "Br", "C", "C", "C", "C", "C", "N", "H", "H", "H", "H"], "coordinates": [[-1.711, -0.731, 0.020], [-4.249, -0.939, -0.869], [-5.339, -2.461, -0.422], [-4.586, -4.140, -0.903], [-6.242, -2.305, -0.989], [-5.493, -2.423, 0.640], [-1.766, 6.473, 0.677], [-1.090, 5.179, 0.352], [0.192, 5.048, -0.071], [0.668, 3.757, -0.339], [-0.081, 2.664, -0.196], [-1.338, 2.797, 0.223], [-2.453, 1.524, 0.491], [-1.814, 4.044, 0.485], [2.072, 3.538, -0.813], [-1.066, 7.299, 0.589], [-2.162, 6.456, 1.695], [-2.599, 6.649, -0.009], [0.820, 5.922, -0.195], [-2.772, 4.095, 0.803], [2.667, 4.448, -0.777], [2.045, 3.167, -1.842], [2.539, 2.758, -0.209], [3.348, -1.802, 1.387], [2.940, -0.999, 0.144], [3.326, -1.776, -1.121], [3.672, 0.353, 0.151], [1.469, -0.786, 0.158], [0.258, -0.633, 0.169], [4.437, -1.936, 1.411], [2.880, -2.790, 1.379], [3.042, -1.286, 2.300], [4.414, -1.905, -1.171], [2.999, -1.244, -2.018], [2.864, -2.768, -1.121], [4.757, 0.197, 0.132], [3.420, 0.922, 1.050], [3.391, 0.945, -0.725], [-2.362, -2.507, 2.417], [-1.701, -3.489, 0.950], [-1.479, -4.846, 1.058], [-1.001, -5.494, -0.065], [-0.765, -4.778, -1.225], [-1.007, -3.422, -1.218], [-1.473, -2.789, -0.139], [-1.673, -5.362, 1.989], [-0.809, -6.562, -0.029], [-0.386, -5.254, -2.122], [-0.804, -2.806, -2.081]], "forces_ev_per_angstrom": [[-0.0078, 0.3054, 0.0725], [0.0909, 0.4620, -0.2242], [0.0491, -0.0742, -0.0689], [0.0208, -0.1902, -0.0717], [-0.2207, -0.0658, 0.0150], [-0.1118, -0.0641, 0.2743], [-0.0421, -0.1238, -0.0012], [-0.4180, 0.1774, 0.1383], [0.3248, 0.1937, -0.0734], [0.1991, -0.4572, -0.0996], [-0.1831, 0.1732, -0.0174], [0.5227, -0.2471, -0.1002], [-0.0632, 0.2361, -0.0438], [-0.2063, 0.2037, 0.0971], [-0.1185, -0.0334, 0.0225], [0.0098, -0.0032, -0.0040], [0.0253, -0.0076, -0.0595], [0.0492, -0.0220, 0.0412], [-0.0531, -0.1257, 0.0107], [-0.1080, 0.0545, 0.0400], [-0.0391, -0.0138, 0.0009], [-0.0107, 0.0221, 0.0772], [-0.0958, 0.1372, -0.0442], [0.0557, -0.0508, 0.0428], [-0.1839, 0.0883, 0.0379], [0.0497, -0.0561, -0.0633], [-0.0449, 0.0078, -0.0518], [0.0176, -0.0354, 0.0128], [0.6999, 0.0075, -0.0395], [-0.1594, 0.0196, -0.0240], [0.0258, 0.0832, 0.0087], [0.0278, -0.0310, -0.0533], [-0.1622, 0.0184, 0.0295], [0.0347, -0.0376, 0.0598], [0.0253, 0.0883, -0.0102], [-0.1489, 0.0074, 0.0067], [0.0232, -0.0396, -0.0475], [0.0889, -0.1586, 0.0867], [-0.1070, 0.0503, 0.1253], [-0.0225, -0.2742, 0.3702], [-0.0212, -0.0713, 0.1749], [0.0416, -0.4160, 0.1052], [0.0836, 0.0403, -0.2882], [0.1559, -0.0564, -0.1781], [-0.0259, 0.0417, -0.2753], [0.0182, 0.0259, -0.0968], [-0.0236, 0.1105, -0.0014], [-0.0536, 0.0523, 0.1436], [-0.0080, 0.0483, -0.0565]]}

=====

no.,maximum force (hartree/bohr)
1,0.1018
2,0.0136